[1]
{"formula": "C22H32F12K3O14V", "method": "ωB97M-V with the def2-TZVPD basis set", "multiplicity": 3, "s2": 2.03, "homo_ev": [-6.22, -6.24], "gap_ev": [5.5, 5.5], "symbols": ["K", "K", "K", "V", "O", "C", "C", "O", "H", "H", "H", "H", "O", "C", "C", "O", "H", "H", "H", "H", "O", "C", "C", "O", "H", "H", "H", "H", "C", "C", "O", "C", "O", "C", "F", "F", "F", "H", "H", "H", "H", "H", "C", "C", "O", "C", "O", "C", "F", "F", "F", "H", "H", "H", "H", "H", "C", "C", "O", "C", "O", "C", "F", "F", "F", "H", "H", "H", "H", "H", "C", "C", "O", "C", "O", "C", "F", "F", "F", "H", "H", "H", "H", "H"], "xyz": [[-3.497470, -0.469481, -1.837262], [2.664210, 1.631019, -0.996202], [-1.061640, 3.150769, 0.642488], [-0.276400, 1.799679, -3.545672], [-0.714320, 0.503259, -1.824772], [-0.291840, -0.482671, -0.923902], [-0.091050, -0.098281, 0.626108], [0.676590, 1.065819, 1.013838], [0.532790, -1.033491, -1.376312], [-0.870590, -1.406201, -0.939722], [0.211630, -0.963001, 1.216658], [-1.094290, 0.110139, 0.997828], [0.320510, 3.295129, -2.069652], [0.286380, 4.642219, -2.607032], [0.367160, 4.817669, -4.242302], [0.165230, 3.597699, -4.900592], [1.119910, 5.167479, -2.140742], [-0.641570, 5.110089, -2.278252], [1.337600, 5.282219, -4.417052], [-0.416540, 5.507339, -4.555782], [-0.747330, 0.619859, -5.486592], [0.341600, -0.263811, -5.756602], [1.601150, -0.247781, -4.659872], [1.750230, 0.820129, -3.713602], [0.828980, 0.077969, -6.669702], [-0.066090, -1.229101, -6.056762], [2.530120, -0.489431, -5.176312], [1.205250, -1.090931, -4.093782], [3.777610, 4.107249, 2.134728], [2.350640, 3.683939, 2.355828], [1.648050, 4.531059, 3.217508], [0.670670, 5.313199, 2.659338], [0.377770, 5.382059, 1.439998], [-0.037070, 6.204309, 3.668668], [0.753290, 6.475439, 4.743298], [-0.330620, 7.302669, 3.041678], [-1.132390, 5.624749, 4.113358], [4.298220, 4.579909, 2.967588], [3.822500, 4.750629, 1.256008], [4.384940, 3.216289, 1.975208], [2.366810, 2.710349, 2.845698], [1.944170, 3.453869, 1.370968], [-3.557370, -2.715171, 4.896128], [-4.390820, -1.414841, 4.995608], [-4.618040, -0.868991, 3.636478], [-4.079430, 0.366289, 3.205628], [-3.556280, 1.229859, 3.902488], [-4.252780, 0.600149, 1.716058], [-4.363470, -0.494201, 0.877858], [-5.400140, 1.214509, 1.487038], [-3.254760, 1.362359, 1.378018], [-3.559490, -3.110001, 5.912098], [-2.565040, -2.461441, 4.523298], [-4.057230, -3.369921, 4.182308], [-3.837910, -0.690831, 5.594108], [-5.257300, -1.565471, 5.639538], [-0.798460, -3.542621, -3.302482], [-1.384400, -4.722761, -2.686492], [-1.287510, -4.557521, -1.207362], [-2.298710, -3.898271, -0.532892], [-3.271840, -3.436841, -1.203172], [-2.364300, -3.896931, 1.022568], [-3.000060, -2.756551, 1.393178], [-3.099910, -4.946651, 1.394558], [-1.136460, -3.922571, 1.571008], [0.224330, -3.330301, -2.991162], [-1.407410, -2.685271, -3.015692], [-0.898350, -3.711841, -4.374622], [-0.818530, -5.616541, -2.949242], [-2.427010, -4.762831, -3.001832], [3.468560, -2.973791, 2.664528], [2.629540, -2.506051, 1.431168], [3.247770, -3.097601, 0.276108], [3.818070, -2.371301, -0.714792], [4.229290, -1.208551, -0.537172], [4.186980, -3.194761, -1.976702], [3.399250, -4.286491, -2.060212], [4.002020, -2.392601, -3.084852], [5.486980, -3.445701, -1.929252], [2.996660, -3.806591, 3.185928], [3.547820, -2.143821, 3.366648], [4.414250, -3.413211, 2.347218], [2.644560, -1.416221, 1.442928], [1.582160, -2.798141, 1.507158]], "atomic_forces_ev_per_a": [[0.8, -0.1, -0.1], [-0.9, -0.3, -0.6], [0.8, -0.5, -0.7], [3.8, -0.1, -1.7], [-1.3, 0.6, 0.0], [1.2, 0.5, 0.0], [0.5, 2.4, -0.5], [-0.4, -1.3, -1.3], [1.5, 0.6, 0.1], [-1.7, -0.3, 0.4], [0.3, -0.6, -0.3], [-0.9, -0.2, 0.0], [-0.8, -0.5, -1.9], [0.0, -0.8, -0.7], [-0.5, -1.9, 1.8], [-0.5, -1.3, 2.0], [0.1, 0.4, 0.0], [-0.3, 0.3, 0.1], [0.4, -0.1, -0.5], [-0.1, 0.5, 0.2], [1.1, 0.5, 3.1], [1.0, 2.9, 0.0], [-2.7, -0.4, 0.8], [-2.3, 0.5, -1.0], [0.0, 0.3, -0.5], [0.3, -0.7, 0.8], [0.1, 0.0, 0.0], [0.8, -0.8, 0.6], [0.6, 0.3, -0.2], [1.6, -2.4, -0.3], [-2.9, 2.3, -0.8], [1.5, -1.3, -3.2], [0.8, -0.6, 4.1], [1.5, -0.4, 0.9], [-0.5, 0.0, -0.8], [-0.5, 1.3, -0.1], [-0.8, -0.4, 0.2], [-0.5, 0.3, 0.2], [0.3, 0.1, 0.1], [-0.1, -0.1, -0.4], [-0.3, 0.0, 0.2], [-0.9, 0.6, 0.3], [-1.0, 1.4, -0.4], [1.7, 0.4, 0.3], [0.6, 1.9, -0.6], [0.2, -1.4, 4.4], [-1.4, -2.3, -1.8], [-1.5, -1.4, -0.4], [1.1, 0.6, 0.9], [-0.6, 1.0, 0.2], [0.8, 0.6, -1.3], [0.3, -0.4, -0.2], [0.1, -0.3, 0.2], [0.1, -0.3, 0.2], [0.3, 0.3, -0.4], [-0.8, 0.0, -1.1], [0.2, 1.3, -0.5], [-0.5, -0.2, 1.1], [-1.6, 0.6, 2.5], [-1.8, -0.3, -5.6], [2.9, -0.8, 2.8], [0.5, 0.8, -0.9], [0.6, -1.1, 0.1], [0.5, 0.3, 0.3], [-1.0, -0.2, -0.1], [0.0, -0.2, -0.3], [0.1, 0.2, -0.3], [0.4, 0.5, -0.2], [-0.3, -0.2, 0.5], [0.0, -0.5, 0.4], [-1.0, -0.4, -0.4], [1.3, 0.3, 1.5], [-0.4, 0.0, -2.2], [1.1, 3.0, 3.0], [-1.5, -3.0, -1.2], [-1.1, 1.8, -0.7], [1.2, 0.5, -0.3], [-0.1, -1.3, 1.3], [-0.2, -0.9, 0.0], [-0.3, 0.1, 0.0], [0.4, -0.2, 0.0], [0.2, 0.7, 0.0], [0.1, 0.0, -0.7], [0.2, -0.4, -0.4]]}

=====

[2]
{"formula": "CH4O3", "method": "ωB97M-V with the def2-TZVPD basis set", "multiplicity": 2, "charge": 1, "s2": 0.76, "e_above_lowest_kcal_mol": 16.4, "homo_ev": [-16.39, -16.29], "gap_ev": [10.0, 5.4], "symbols": ["O", "C", "O", "H", "H", "H", "H", "O"], "xyz": [[-0.011415, 0.072266, -1.454138], [0.450583, 0.417821, -0.388620], [-0.034042, 1.582669, -0.009838], [1.167404, -0.072307, 0.282229], [0.080987, 2.256758, -0.704814], [0.607236, -1.822603, 1.301298], [-0.603067, -2.109337, 2.180958], [-0.344017, -1.668399, 1.334154]], "atomic_forces_ev_per_a": [[0.1, -1.1, -1.3], [-0.3, 1.2, 1.5], [0.9, 0.0, 0.4], [-0.3, -0.4, -0.4], [-0.6, 0.3, -0.2], [0.0, -0.5, 0.2], [0.1, 0.6, -1.0], [0.2, -0.1, 0.7]]}

=====

Values for E, eV, ordered as above
-159267.23291; -7232.89905
Values for maximum force, hartree/bohr, ordered as above
0.1137; 0.0378